This record from the OMol25 dataset describes C11H17P in the gas phase in a non-equilibrium geometry. The level of theory is ωB97M-V/def2-TZVPD.

Properties
SMILES = CC1=C[C@@H]2C(C)=C(C)P1C2(C)C
Highest occupied orbital energy = -8.06 eV
ΔE to the lowest compared entry with this formula, charge and spin = 39.0 kcal/mol
LUMO energy = 0.86 eV
Frontier orbital gap = 8.92 eV

Last column: natural (NBO) charge in e.
Geometry (Å):
1 C -2.330 -2.165 -0.430  -0.65
2 C -1.486 -0.956 -0.275  -0.29
3 C -1.002 -0.257 -1.261  -0.17
4 C 0.075 0.774 -0.838  -0.30
5 C 1.307 -0.064 -0.467  0.04
6 C 2.509 -0.243 -1.388  -0.65
7 C 0.971 -0.710 0.704  -0.27
8 C 1.698 -1.762 1.427  -0.66
9 P -0.765 -0.338 1.281  0.72
10 C -0.543 1.375 0.468  -0.19
11 C -1.934 2.064 0.212  -0.62
12 C 0.484 2.136 1.248  -0.66
13 H -2.414 -2.604 0.586  0.22
14 H -1.858 -2.721 -1.289  0.22
15 H -3.352 -2.079 -0.774  0.22
16 H -1.052 -0.397 -2.310  0.20
17 H 0.383 1.570 -1.677  0.20
18 H 2.547 -1.267 -1.768  0.22
19 H 3.470 -0.160 -0.906  0.23
20 H 2.363 0.329 -2.249  0.22
21 H 0.942 -2.180 2.133  0.21
22 H 2.499 -1.329 1.964  0.22
23 H 1.963 -2.580 0.777  0.22
24 H -2.440 2.134 1.072  0.21
25 H -2.404 1.611 -0.626  0.22
26 H -1.746 3.082 -0.061  0.20
27 H 0.002 2.366 2.265  0.21
28 H 0.809 3.019 0.622  0.22
29 H 1.309 1.354 1.561  0.24